C15H16Br2MoN3O4S6 | the ωB97M-V functional and the def2-TZVPD basis

The geometry in XYZ format:
```
47
Properties=species:S:1:pos:R:3:mulliken_spin:R:1
Mo -1.0549 -1.0674 -0.0154 2.025
Br -0.7806 -3.7462 0.0836 0.003
C -1.1217 -4.5771 -1.6788 0.003
Br -0.0554 -3.8753 -3.0943 0.002
H -2.1711 -4.4292 -1.9004 0.001
H -0.8617 -5.6210 -1.5578 -0.001
O 1.2556 -1.6232 6.6177 0.002
C 1.9387 -2.0830 5.7113 0.002
O 2.9578 -2.7423 5.5376 0.001
C 1.2686 -1.6843 4.2371 0.021
C 1.9802 -1.9311 3.0704 -0.006
C 1.4019 -1.6289 1.8561 0.020
N 0.1470 -1.1340 1.7596 -0.064
C -0.5343 -0.9132 2.9123 0.020
C -0.0041 -1.1339 4.1640 0.007
C -1.9860 -0.5773 2.6797 0.007
O -2.7120 -0.0768 3.4831 0.034
O -2.2997 -0.9165 1.4311 0.042
H 2.9613 -2.3848 3.1163 0.000
H 1.9266 -1.8184 0.9290 -0.004
H -0.5884 -0.9159 5.0487 0.000
C 2.1067 2.9293 -0.1155 0.001
N 1.6714 1.5479 -0.3136 0.004
C 1.5123 0.8536 -1.4262 0.009
S 0.9493 -0.8067 -1.3027 -0.040
N 1.8177 1.2398 -2.6507 0.000
C 2.3317 2.5156 -3.1452 0.001
H 2.4492 3.0267 0.9110 0.000
H 1.2879 3.6320 -0.2758 0.000
H 2.9378 3.1775 -0.7679 0.000
H 1.3969 1.0587 0.5237 0.004
H 1.7369 0.5036 -3.3354 0.002
H 3.4149 2.5817 -3.0401 0.000
H 1.8594 3.3472 -2.6336 0.000
H 2.0860 2.5867 -4.2017 0.000
C -3.3612 1.5875 0.3185 0.009
S -1.6174 1.4368 -0.1920 -0.037
C -1.7872 1.4183 -1.9526 0.011
C -2.1841 0.3176 -2.6190 0.016
S -2.5172 -1.2142 -1.8670 -0.094
S -2.2755 0.4548 -4.3522 -0.003
C -1.6609 2.0960 -4.4607 -0.001
S -1.3528 2.8541 -5.8570 0.006
S -1.4223 2.8436 -2.8905 -0.004
H -3.3718 2.0853 1.2858 0.000
H -3.8140 0.6050 0.3958 0.001
H -3.8617 2.2011 -0.4262 -0.001
```

HOMO level (spin up / spin down): -10.0 / -10.0 eV
E_LUMO (spin up / spin down): -0.2203 / -0.2061 Eh
relative energy (zero: lowest compared OMol25 entry of this formula, charge and spin): 0.407 eV
energy: -235420.5407 eV
F_max: 0.0329 Eh/bohr
multiplicity: 3
net charge: +1
expectation value of S²: 2.033



C11H14CoN2OP | the ωB97M-V functional and the def2-TZVPD basis

The geometry in XYZ format:
```
30
Properties=species:S:1:pos:R:3:mulliken_spin:R:1
C -0.3908 0.1264 -2.1957 0.046
C -1.2121 1.1317 -1.5929 0.052
C -0.3237 2.0171 -0.9037 0.058
C 1.0505 1.6458 -1.2113 0.049
C 1.0091 0.4807 -2.0077 0.040
Co 0.0000 0.0000 0.0000 2.584
P -0.0529 -2.1781 0.3835 0.048
H -0.7504 -0.7115 -2.7970 0.000
H -2.3003 1.1872 -1.6176 0.005
H -0.6223 2.8976 -0.3306 0.003
H 1.8651 -0.0646 -2.4076 0.000
H 1.9445 2.1742 -0.8776 0.003
H 1.0172 -3.0370 -0.0273 0.006
H -1.0894 -3.0050 -0.1579 0.002
H -0.1445 -2.6646 1.7217 0.001
N 1.7620 1.4721 6.9166 0.021
C 0.9940 0.5870 6.2393 -0.019
O 0.3901 -0.2578 6.8846 0.077
C 0.8671 0.6006 4.7441 0.336
C 1.3777 1.5835 3.8510 -0.004
C 1.1335 1.4814 2.4401 0.142
N 0.5009 0.3802 1.9178 0.314
C -0.0219 -0.4947 2.8333 0.240
C 0.1296 -0.4150 4.1887 -0.059
H 1.8131 1.4068 7.9419 -0.001
H 2.3079 2.1900 6.4319 -0.001
H 1.9315 2.4267 4.2308 0.011
H 1.5157 2.2435 1.7789 0.036
H -0.7913 -1.1623 2.5837 -0.005
H -0.3878 -1.1562 4.7981 0.013
```

HOMO level (spin up / spin down): -4.8 / -8.7 eV
E_LUMO (spin up / spin down): 0.0143 / -0.0248 Eh
relative energy (zero: lowest compared OMol25 entry of this formula, charge and spin): 0.000 eV
energy: -63574.5142 eV
F_max: 0.0709 Eh/bohr
multiplicity: 5
net charge: 0
expectation value of S²: 6.028